A single C4HN3O molecule, computed with the ωB97M-V functional and the def2-TZVPD basis.

Cartesian coordinates (Å):
1 N 3.10041 -0.10164 -0.05239
2 C 1.92769 -0.50414 0.20233
3 C 0.50017 -0.48123 -0.01900
4 N -0.38424 -1.36115 -0.22228
5 C -1.62732 -0.43713 -0.03890
6 N -1.37520 0.86870 0.12518
7 C -0.01232 0.95724 0.01206
8 O 0.64562 1.91790 -0.16765
9 H -2.77482 -0.85854 0.16064

Computed properties:
Kohn-Sham gap, Ha: 0.323
Maximum force, eV Å⁻¹: 9.92
E_tot, Ha: -392.410875

---

2 unconnected molecules or ions with the total composition C4HN4O6, computed with the ωB97M-V functional and the def2-TZVPD basis.

Cartesian coordinates (Å):
1 C -1.06441 -1.78019 -0.94200
2 C -1.38500 -1.20283 0.16800
3 C -1.54338 1.35488 3.78205
4 C 1.50175 0.20901 -2.16675
5 N -0.01953 -1.52335 -1.76606
6 N 0.79002 -0.64011 -1.73717
7 N -1.04335 -0.09084 0.85022
8 N 2.76671 0.69325 -2.28676
9 O -2.57516 1.41947 3.33655
10 O -1.12814 1.01709 0.26048
11 O 3.34694 0.92298 -1.23939
12 O -0.52382 1.38485 4.30379
13 O -0.74980 -0.15410 2.08011
14 O 3.13042 1.06052 -3.40193
15 H -1.50325 -2.67063 -1.24114

Computed properties:
Net charge: -1
Kohn-Sham gap (alpha / beta), Ha: 0.241 / 0.241
Maximum force, eV Å⁻¹: 4.11
E_tot, Ha: -823.194284

---

A single C4HNO molecule, computed with the ωB97M-V functional and the def2-TZVPD basis.

Cartesian coordinates (Å):
1 O -1.06104 -0.66733 -0.06923
2 C -0.17656 0.20814 0.47788
3 C 1.13314 -0.07089 0.07177
4 C 2.31598 0.05320 -0.16898
5 C -2.26160 -0.11650 0.03414
6 N -3.27165 0.44407 0.04006
7 H 3.35640 0.13402 -0.38460

Computed properties:
Kohn-Sham gap, Ha: 0.305
Maximum force, eV Å⁻¹: 1.01
E_tot, Ha: -282.797540

---

A single C4HNO2 molecule, computed with the ωB97M-V functional and the def2-TZVPD basis.

Cartesian coordinates (Å):
1 C -1.35147 1.19381 0.10217
2 C -1.43432 -0.21656 -0.04163
3 C 1.06708 -1.05823 0.15468
4 C 2.11777 -0.37960 0.01487
5 N -0.99488 2.27651 0.03714
6 O -0.29096 -0.97296 0.09573
7 O 3.27878 -0.22047 -0.02931
8 H -2.39201 -0.62249 -0.33365

Computed properties:
Kohn-Sham gap (alpha / beta), Ha: 0.304 / 0.272
Maximum force, eV Å⁻¹: 6.42
E_tot, Ha: -358.034312

---

Q: What is the E_tot in the third record?
A: -282.797540 Ha

---

Q: The highest E_tot belongs to which entry?
A: C4HNO